{"formula": "C33H28ClF4N2PS", "method": "ωB97M-V with the def2-TZVPD basis set", "species": ["C", "C", "C", "C", "Cl", "C", "N", "C", "C", "N", "C", "C", "P", "S", "H", "H", "H", "H", "H", "H", "H", "H", "F", "C", "C", "C", "C", "C", "C", "H", "H", "H", "H", "H", "F", "C", "C", "C", "C", "C", "C", "H", "H", "H", "H", "H", "F", "C", "C", "C", "C", "C", "C", "H", "H", "H", "H", "H", "F", "C", "C", "C", "C", "C", "C", "H", "H", "H", "H", "H"], "coordinates": [[0.8571, -4.3970, 3.0436], [0.2316, -3.4528, 2.5705], [-0.6543, -2.2244, 2.1131], [-2.0624, -2.7727, 1.6065], [-2.7522, -1.4641, 0.4821], [-1.8883, -4.0419, 0.6784], [-1.4855, -5.0147, 0.1941], [-3.1491, -2.9811, 2.7514], [-3.3074, -1.6900, 3.6568], [-3.1913, -0.6825, 4.2173], [-2.8213, -4.1692, 3.7441], [-2.8649, -5.5422, 3.3836], [-4.9200, -3.3243, 2.0924], [-6.1319, -3.0961, 3.6297], [1.1003, -5.3048, 3.6846], [-0.7204, -1.4879, 2.9624], [-0.1461, -1.7622, 1.2132], [-2.5364, -3.9233, 4.8092], [-1.8626, -6.0733, 3.3736], [-3.7998, -6.0832, 3.0677], [-5.0877, -4.6730, 1.6609], [-5.3212, -2.3953, 1.0867], [-2.1633, 2.6805, -4.9462], [-1.8656, 2.6522, -3.6363], [-2.4602, 1.7013, -2.8251], [-2.1479, 1.6696, -1.4709], [-1.2534, 2.5953, -0.9427], [-0.6666, 3.5487, -1.7672], [-0.9700, 3.5740, -3.1231], [-3.1605, 0.9940, -3.2530], [-2.6016, 0.9244, -0.8270], [-1.0139, 2.5724, 0.1150], [0.0267, 4.2716, -1.3539], [-0.5152, 4.3043, -3.7817], [2.5381, 4.6732, -3.2211], [2.7359, 3.9961, -4.3648], [3.6199, 2.9308, -4.3806], [3.8201, 2.2275, -5.5624], [3.1427, 2.6036, -6.7176], [2.2612, 3.6780, -6.6916], [2.0515, 4.3753, -5.5082], [4.1450, 2.6572, -3.4733], [4.5043, 1.3870, -5.5832], [3.3033, 2.0566, -7.6401], [1.7368, 3.9729, -7.5933], [1.3613, 5.2095, -5.4684], [2.5624, -6.5749, 4.3342], [3.7168, -7.0432, 3.8207], [4.8511, -6.2527, 3.8713], [6.0428, -6.7377, 3.3463], [6.0824, -8.0023, 2.7680], [4.9339, -8.7845, 2.7192], [3.7445, -8.3047, 3.2538], [4.7986, -5.2672, 4.3183], [6.9396, -6.1304, 3.3871], [7.0119, -8.3782, 2.3546], [4.9648, -9.7681, 2.2648], [2.8419, -8.9035, 3.2326], [-0.1334, 5.9674, 0.4116], [-0.9969, 6.9606, 0.1379], [-1.4526, 7.7660, 1.1671], [-2.3412, 8.7962, 0.8837], [-2.7715, 9.0020, -0.4232], [-2.3102, 8.1828, -1.4477], [-1.4133, 7.1593, -1.1672], [-1.1126, 7.5854, 2.1798], [-2.6987, 9.4380, 1.6808], [-3.4684, 9.8035, -0.6425], [-2.6492, 8.3414, -2.4651], [-1.0371, 6.5174, -1.9544]], "forces_ev_per_a": [[-1.6376, 0.3465, 0.4961], [-0.2305, 0.2349, 0.6364], [1.6102, -2.1433, -0.4179], [0.1152, -0.1476, -0.7968], [0.4758, -0.5986, 0.6255], [0.7249, 0.9227, 1.9797], [-0.8422, 1.1086, 0.1942], [-1.6121, -0.0197, 1.7652], [0.9119, -0.7037, -1.6994], [-0.2544, -1.2077, -0.4544], [0.0563, -1.4044, -0.6749], [0.3063, 1.7200, 0.1075], [-1.6313, 0.4859, 1.8932], [0.3334, -0.1206, -0.3920], [0.0094, 1.8310, -1.5771], [-0.2955, -0.7841, -1.0134], [-0.6215, -0.3823, 1.1470], [1.2072, 0.1531, -1.7701], [-1.6310, -0.0728, 1.5882], [1.3639, 0.9252, -1.1098], [0.8064, 0.6851, -0.5287], [0.7587, -0.7481, -0.0676], [-0.0293, 0.0038, -0.1188], [0.1460, -0.0138, 0.6262], [-0.1480, -0.1695, -0.0974], [0.1664, 0.2553, -0.1125], [-0.0132, -0.0600, 0.1052], [-0.1089, -0.1929, -0.0375], [0.0609, 0.1404, -0.1338], [0.0443, 0.0426, -0.0267], [0.0181, 0.1226, -0.0998], [-0.0210, 0.0273, -0.0858], [-0.0340, -0.0871, -0.0634], [-0.0289, -0.0517, -0.0108], [-0.0513, 0.0639, 0.0957], [0.0839, -0.3559, -0.6276], [0.0932, -0.0434, 0.2238], [-0.1895, 0.2115, -0.0850], [0.0396, -0.0687, -0.0629], [0.1378, -0.1219, 0.1541], [-0.1160, 0.1718, 0.0963], [-0.0547, 0.0357, -0.0150], [-0.0398, 0.0785, 0.0368], [-0.0200, 0.0504, 0.0772], [0.0118, -0.0095, 0.0978], [0.0565, -0.0065, 0.0232], [-0.0996, -0.0680, 0.1930], [0.7519, -0.2980, -0.3491], [-0.0690, 0.2458, 0.1343], [-0.1738, -0.2367, -0.0685], [0.0737, 0.0009, -0.0177], [0.0889, 0.2292, 0.0882], [-0.2610, -0.0932, 0.0169], [-0.0322, -0.0513, -0.0058], [-0.0979, -0.0146, 0.0047], [-0.0844, 0.0282, 0.0338], [-0.0370, 0.0730, 0.0569], [0.0175, 0.0557, 0.0017], [0.1063, -0.0815, 0.0562], [-0.4712, 0.5331, -0.1519], [0.0908, -0.0557, 0.2154], [0.0308, -0.1169, -0.2742], [-0.0552, 0.0686, 0.0137], [0.0340, 0.0364, 0.2625], [0.1112, -0.1551, -0.1485], [0.0151, -0.0174, -0.0600], [0.0404, -0.0788, -0.0368], [0.0588, -0.0711, 0.0144], [0.0567, -0.0343, 0.0700], [-0.0220, -0.0017, 0.0608]], "nbo_charge": [-0.237, -0.044, -0.482, -0.033, -0.024, 0.244, -0.248, -0.470, 0.286, -0.282, -0.188, -0.370, 0.809, -0.582, 0.278, 0.283, 0.268, 0.253, 0.238, 0.218, 0.033, 0.039, -0.324, 0.400, -0.289, -0.189, -0.233, -0.183, -0.293, 0.227, 0.209, 0.218, 0.230, 0.225, -0.324, 0.400, -0.285, -0.190, -0.229, -0.189, -0.289, 0.229, 0.218, 0.216, 0.219, 0.225, -0.335, 0.394, -0.282, -0.190, -0.225, -0.190, -0.283, 0.231, 0.220, 0.218, 0.220, 0.229, -0.327, 0.398, -0.284, -0.191, -0.229, -0.191, -0.284, 0.229, 0.218, 0.216, 0.218, 0.228], "homo_ev": -8.656, "smiles": "C#CC[C@@](Cl)(C#N)[C@](C#N)(C=C)[PH2]=S.Fc1ccccc1.Fc1ccccc1.Fc1ccccc1.Fc1ccccc1", "total_energy_ev": -81163.8305, "homo_lumo_gap_ha": 0.277}

---

{"formula": "C33H28IN5O2RuS", "method": "ωB97M-V with the def2-TZVPD basis set", "species": ["Ru", "C", "C", "N", "C", "C", "C", "O", "C", "C", "N", "C", "C", "C", "C", "C", "C", "I", "C", "O", "H", "H", "H", "H", "H", "H", "H", "H", "H", "H", "H", "H", "C", "C", "C", "C", "C", "C", "N", "C", "C", "C", "C", "C", "C", "H", "H", "H", "H", "H", "H", "H", "H", "H", "H", "N", "C", "N", "C", "C", "C", "C", "C", "C", "S", "H", "H", "H", "H", "H", "H"], "coordinates": [[0.8387, -0.3996, -0.2302], [-2.6722, -3.5151, -0.5030], [-2.6597, -2.5508, 0.6415], [-3.7226, -2.4519, 1.4013], [-3.7072, -1.6177, 2.4602], [-2.6053, -0.9029, 2.8465], [-2.6465, -0.0622, 4.0899], [-2.2529, 1.2790, 3.7803], [-1.4402, -0.9779, 2.0379], [-0.2371, -0.3720, 2.5231], [0.8953, -0.2720, 1.8968], [2.0343, 0.1859, 2.6440], [1.9810, 0.5554, 3.9953], [3.1044, 0.9972, 4.6682], [4.3319, 1.0710, 4.0292], [4.4224, 0.6888, 2.7051], [3.2881, 0.2552, 2.0341], [3.5511, -0.3060, 0.0377], [-1.4922, -1.7594, 0.8686], [-0.5460, -1.8272, -0.0246], [-3.5855, -4.1026, -0.4614], [-1.8040, -4.1742, -0.4643], [-2.6205, -3.0046, -1.4698], [-4.6302, -1.5563, 3.0261], [-1.9669, -0.4663, 4.8493], [-3.6518, -0.0956, 4.5097], [-2.8284, 1.8928, 4.2437], [-0.3013, -0.0187, 3.5405], [1.0606, 0.5038, 4.5542], [3.0161, 1.2787, 5.7087], [5.2118, 1.4145, 4.5555], [5.3740, 0.7238, 2.1918], [-0.8871, -4.0559, -3.9847], [-0.0042, -4.1936, -2.9233], [0.5718, -3.0763, -2.3406], [0.2784, -1.8041, -2.8278], [-0.6119, -1.6680, -3.8980], [-1.1927, -2.7899, -4.4671], [0.8480, -0.6550, -2.2194], [1.5064, 0.2373, -3.0677], [2.0792, -0.1839, -4.2805], [2.7869, 0.7068, -5.0643], [2.9463, 2.0300, -4.6666], [2.3936, 2.4544, -3.4673], [1.6791, 1.5730, -2.6739], [-1.3324, -4.9320, -4.4373], [0.2410, -5.1780, -2.5459], [1.2547, -3.1854, -1.5082], [-0.8382, -0.6793, -4.2799], [-1.8797, -2.6759, -5.2956], [1.9869, -1.2163, -4.5883], [3.2291, 0.3643, -5.9906], [3.4976, 2.7231, -5.2878], [2.5054, 3.4840, -3.1524], [1.2247, 1.9250, -1.7580], [-2.2180, 0.0143, -1.6494], [-1.8302, 0.9650, -0.8015], [-0.6337, 1.0364, -0.2425], [-0.5201, 2.2057, 0.5363], [0.6270, 2.6555, 1.1796], [0.5659, 3.8299, 1.9098], [-0.6158, 4.5624, 1.9998], [-1.7551, 4.1398, 1.3364], [-1.6855, 2.9649, 0.6058], [-2.9339, 2.2314, -0.3632], [-1.5993, -0.7524, -1.8715], [-3.1215, 0.0536, -2.0859], [1.5553, 2.1028, 1.1072], [1.4551, 4.1854, 2.4137], [-0.6413, 5.4745, 2.5804], [-2.6712, 4.7134, 1.3841]], "forces_ev_per_a": [[0.0167, -0.2074, 0.0288], [-0.0140, 0.0055, -0.0820], [-0.1748, -0.0174, 0.0142], [0.1177, -0.0281, -0.0499], [-0.0098, 0.0691, 0.1271], [-0.1183, -0.0869, -0.0702], [0.0280, 0.0458, -0.0126], [-0.0227, -0.0217, -0.0439], [-0.1219, -0.0083, -0.0994], [0.2041, -0.2149, -0.1703], [-0.1260, 0.2442, 0.0456], [0.0224, -0.1289, -0.0059], [0.0590, 0.0038, -0.1286], [-0.0232, -0.0137, 0.0216], [0.0408, 0.0258, 0.0157], [0.0409, -0.0073, -0.0417], [-0.0644, -0.0491, 0.1330], [-0.0575, 0.0870, -0.0719], [0.1583, 0.1422, 0.0612], [-0.1323, 0.1674, -0.0414], [-0.0032, -0.0050, -0.0052], [-0.0066, -0.0082, 0.0235], [0.0141, 0.0266, 0.0397], [0.0205, -0.0021, -0.0014], [-0.0224, -0.0260, 0.0294], [-0.0180, 0.0004, -0.0224], [0.0297, 0.0173, 0.0398], [0.0163, -0.0326, 0.0639], [-0.0366, 0.0431, -0.0054], [-0.0025, 0.0030, -0.0018], [-0.0053, -0.0109, -0.0031], [-0.0119, 0.0050, 0.0022], [-0.0125, 0.0050, -0.0138], [0.0518, 0.0167, 0.0092], [-0.0044, 0.0366, -0.0027], [-0.0395, -0.1454, -0.0399], [0.1057, 0.0202, -0.0164], [-0.0207, -0.0267, -0.0036], [0.0436, 0.0944, 0.0595], [0.0658, 0.0036, -0.0092], [-0.0190, -0.0238, -0.0184], [0.0289, -0.0017, -0.0191], [0.0162, -0.0400, -0.0284], [-0.0813, 0.0263, 0.0607], [-0.0118, 0.0437, -0.0073], [-0.0054, 0.0136, 0.0073], [-0.0025, 0.0137, -0.0034], [0.0087, 0.0163, -0.0041], [0.0147, -0.0009, 0.0016], [0.0067, 0.0076, 0.0121], [-0.0086, 0.0001, 0.0006], [-0.0084, -0.0017, 0.0085], [0.0005, -0.0135, 0.0055], [-0.0068, -0.0171, 0.0022], [-0.0313, -0.0161, 0.0480], [0.0563, -0.0624, -0.0180], [0.2032, -0.0085, 0.0996], [-0.1243, 0.0422, 0.0715], [0.0504, -0.0556, -0.0485], [0.0221, 0.0353, -0.0407], [0.0217, -0.0038, -0.0068], [-0.0263, -0.0007, 0.0092], [0.0168, 0.0189, 0.0328], [0.0117, -0.0131, -0.0327], [0.0213, -0.0024, 0.0099], [-0.0497, -0.0339, 0.0940], [-0.0178, -0.0370, 0.0476], [-0.0742, 0.1002, -0.0296], [-0.0016, -0.0037, 0.0006], [-0.0020, -0.0008, -0.0111], [0.0050, -0.0034, -0.0153]], "mulliken_spin": [0.260, 0.000, 0.005, 0.001, 0.000, -0.001, 0.000, 0.000, -0.034, 0.023, -0.012, 0.001, 0.000, 0.000, -0.001, 0.002, -0.008, 0.005, 0.021, 0.003, -0.001, 0.001, 0.000, 0.000, 0.000, 0.000, 0.000, 0.001, 0.001, 0.000, 0.000, 0.000, 0.043, -0.020, 0.052, -0.059, 0.055, -0.026, 0.468, -0.040, 0.110, -0.057, 0.115, -0.063, 0.099, 0.002, -0.001, 0.004, 0.000, 0.001, 0.006, -0.001, 0.005, -0.001, 0.012, 0.004, -0.001, 0.028, 0.000, 0.001, -0.001, 0.001, -0.001, 0.000, -0.001, -0.004, 0.000, 0.001, 0.000, 0.000, 0.000], "homo_ev": [-10.210, -10.223], "multiplicity": 2, "total_energy_ev": -67734.2562, "total_charge": 1, "homo_lumo_gap_ha": [0.258, 0.218]}

---

{"formula": "C33H28N3O3ReS2Sb", "method": "ωB97M-V with the def2-TZVPD basis set", "species": ["Re", "C", "C", "C", "C", "C", "C", "N", "Sb", "C", "C", "C", "C", "C", "C", "N", "C", "C", "C", "C", "C", "C", "N", "H", "H", "H", "H", "H", "H", "H", "H", "H", "H", "H", "H", "H", "H", "H", "H", "H", "H", "C", "C", "C", "C", "C", "C", "C", "C", "C", "C", "C", "C", "C", "C", "C", "H", "H", "H", "H", "H", "H", "H", "H", "H", "H", "O", "S", "O", "O", "S"], "coordinates": [[0.5516, -0.3607, -0.3081], [1.3387, 2.8448, -1.3539], [2.2096, 2.2709, -0.2905], [3.4506, 2.8060, 0.0245], [4.1944, 2.2465, 1.0488], [3.6500, 1.1968, 1.7694], [2.4251, 0.6751, 1.3903], [1.7497, 1.1842, 0.3516], [1.8867, -1.3090, 2.3509], [0.0492, -0.3704, 3.1111], [-0.3602, -0.3952, 4.4337], [-1.5122, 0.2892, 4.7824], [-2.1753, 0.9970, 3.8005], [-1.6942, 0.9930, 2.4916], [-2.3782, 1.7960, 1.4447], [-0.6081, 0.2929, 2.1667], [0.6226, -2.7285, 1.0790], [0.7836, -4.0624, 1.4107], [0.4280, -5.0383, 0.4919], [-0.1291, -4.6425, -0.7098], [-0.3132, -3.2914, -0.9751], [-0.9155, -2.8290, -2.2545], [0.0804, -2.3607, -0.0908], [1.7211, 3.7976, -1.7059], [1.2704, 2.1430, -2.1877], [0.3316, 2.9655, -0.9580], [3.8246, 3.6362, -0.5525], [5.1848, 2.6125, 1.2739], [4.1818, 0.7493, 2.5981], [0.2090, -0.9383, 5.1712], [-1.8758, 0.2855, 5.8000], [-3.0591, 1.5649, 4.0407], [-2.8538, 2.6706, 1.8800], [-1.6688, 2.0847, 0.6758], [-3.1447, 1.1897, 0.9656], [1.2104, -4.3197, 2.3710], [0.6132, -6.0790, 0.7006], [-0.4054, -5.3676, -1.4607], [-1.2843, -3.6677, -2.8371], [-1.7192, -2.1233, -2.0515], [-0.1722, -2.2856, -2.8414], [-1.1912, 0.3368, -1.0109], [-2.2496, 0.7506, -1.5010], [-3.4714, 1.2520, -1.9066], [-3.6793, 2.6797, -1.8420], [-4.9551, 3.2319, -1.6609], [-5.1371, 4.5969, -1.6179], [-4.0550, 5.4558, -1.7344], [-2.7810, 4.9256, -1.8682], [-2.5883, 3.5613, -1.9173], [-4.5050, 0.3219, -2.2966], [-5.5291, 0.6711, -3.1887], [-6.5367, -0.2220, -3.4862], [-6.5409, -1.4910, -2.9267], [-5.5031, -1.8705, -2.0842], [-4.4975, -0.9811, -1.7750], [-5.8015, 2.5731, -1.5326], [-6.1287, 4.9996, -1.4816], [-4.2029, 6.5252, -1.7119], [-1.9324, 5.5894, -1.9396], [-1.6019, 3.1467, -2.0523], [-5.5121, 1.6353, -3.6724], [-7.3294, 0.0643, -4.1634], [-7.3374, -2.1843, -3.1513], [-5.4915, -2.8644, -1.6608], [-3.6998, -1.2613, -1.1025], [4.2673, -0.5897, -1.4866], [3.1006, -1.4228, -1.3780], [3.1515, -2.7396, -1.9545], [2.6119, -1.4780, 0.0242], [1.6172, -0.4446, -2.4126]], "forces_ev_per_a": [[-3.3727, 0.9791, -1.4846], [-0.0569, -0.1511, -0.1265], [0.0834, 0.2599, -0.0926], [-0.0511, -0.1747, 0.1925], [-0.1717, 0.1036, -0.1320], [-0.2091, -0.1161, 0.2803], [0.4037, -0.3668, 0.5341], [0.3219, 0.5386, 0.1890], [-0.7972, 0.3555, 0.0309], [0.7723, -0.4620, 0.3716], [0.0222, -0.0645, -0.0108], [-0.0136, 0.0286, -0.1036], [0.0980, -0.0704, 0.0400], [-0.1478, 0.1437, 0.3375], [-0.0252, -0.0082, -0.0876], [0.3569, -0.2922, -0.8853], [0.5876, 0.0291, 0.5201], [-0.0993, 0.2017, 0.1965], [-0.1143, 0.2172, -0.0725], [0.1048, 0.0269, 0.2149], [-0.2073, -0.2268, -0.1891], [0.0168, 0.1727, -0.1201], [-0.2693, -0.4612, 0.0344], [0.0277, 0.0951, -0.0138], [0.0248, 0.1706, 0.0017], [-0.0832, 0.0625, 0.0269], [0.0376, 0.0798, -0.0445], [0.0603, 0.0580, 0.0500], [0.0891, -0.0084, -0.0131], [0.0764, -0.0751, 0.0996], [-0.0210, 0.0060, 0.0721], [-0.1311, 0.1075, -0.0218], [-0.0347, 0.0899, 0.0196], [-0.0336, 0.1155, -0.0086], [-0.1067, 0.0146, -0.0965], [0.1081, -0.0787, -0.0345], [-0.0416, -0.1695, 0.0469], [-0.0165, -0.0013, -0.0345], [-0.0828, -0.0610, -0.0032], [-0.0841, -0.0025, -0.0428], [-0.0321, -0.1130, 0.0161], [4.2376, -1.3378, 1.6447], [-3.3126, 1.2774, -1.4622], [2.6711, -1.0795, 0.8689], [-0.1875, 1.1286, -0.0204], [0.1625, -0.3439, -0.0141], [-0.0255, 0.3014, 0.0698], [-0.0570, -0.0953, 0.0390], [0.0981, 0.1755, 0.0295], [-0.3133, -0.2792, -0.1186], [-0.8775, -0.6930, -0.3513], [0.3330, -0.0127, 0.1528], [-0.2263, -0.2299, -0.1046], [0.1249, 0.0249, 0.0392], [-0.1900, -0.1278, -0.0839], [-0.0159, 0.3691, -0.0103], [-0.0588, 0.0111, -0.0181], [-0.1304, 0.0370, 0.0163], [-0.0031, 0.0792, 0.0091], [0.1069, 0.0452, -0.0345], [0.1130, -0.0383, -0.0282], [-0.0290, 0.1290, 0.0254], [-0.0062, 0.0384, -0.0613], [-0.0661, -0.0489, -0.0354], [0.0135, -0.0698, 0.0436], [0.0400, -0.0242, 0.0762], [0.3062, -0.0658, 0.2661], [1.4760, -0.3272, -2.2530], [0.2103, -0.2362, 0.2377], [-0.7152, 0.4154, 0.5487], [-0.6677, 0.0252, 0.8722]], "mulliken_spin": [0.700, 0.018, -0.013, -0.003, 0.000, -0.007, -0.036, 0.067, 0.010, 0.003, 0.000, 0.000, 0.000, 0.006, -0.005, -0.001, -0.024, -0.006, -0.001, 0.001, -0.012, 0.009, 0.053, -0.001, -0.008, 0.000, 0.000, 0.000, 0.000, 0.000, 0.000, 0.000, 0.000, 0.002, 0.001, 0.001, 0.000, 0.000, 0.000, -0.005, -0.004, 0.037, 0.013, 0.012, 0.006, 0.023, -0.010, 0.021, -0.012, 0.016, 0.004, 0.021, -0.010, 0.020, -0.011, 0.019, 0.001, 0.000, 0.002, 0.000, 0.002, 0.001, 0.000, 0.001, 0.000, 0.005, 0.001, 0.000, 0.003, -0.003, 0.095], "homo_ev": [-6.704, -6.440], "multiplicity": 2, "total_energy_ev": -75622.9876, "homo_lumo_gap_ha": [0.194, 0.188]}